Entry 1:
C21H26FN3O5S | the ωB97M-V functional and the def2-TZVPD basis

Geometry (Å):
C: -1.9633 1.6424 -3.3346
C: 0.0173 0.6322 -2.3913
H: 0.2046 -2.8347 -4.5291
N: 2.4184 -0.5109 0.6079
H: -0.3692 -2.7856 2.3149
O: 2.8602 0.5143 -2.7128
C: -0.9444 -0.2556 -4.4092
C: -2.0592 1.8782 5.9306
C: -2.1838 0.5077 5.7628
C: -1.5461 2.7024 4.9433
C: 0.0167 -0.3335 -3.4159
F: -2.4514 2.4260 7.0940
C: 1.0933 -2.2063 -4.4027
C: -3.8378 1.6601 -5.4567
H: -1.4728 3.7645 5.1147
H: -1.8581 -1.1084 4.3814
H: 4.1309 -0.0521 -0.5911
C: 0.8117 -2.3756 0.5723
S: -0.7297 -0.0066 2.0376
H: -0.9765 -0.9590 -5.2245
C: 0.5876 -2.3106 2.0849
H: 1.2990 -1.6711 -5.3338
H: 2.9665 -2.5495 0.4713
C: 2.3285 0.4886 -1.6239
N: 1.0051 0.6119 -1.3929
C: -1.1417 2.1287 3.7496
H: 1.9477 -2.8344 -4.1544
H: 2.1962 -1.8453 -0.9670
O: -1.7796 -0.8572 1.5680
O: 0.9480 -1.3185 -3.3230
C: -1.7740 -0.0499 4.5651
C: -1.2555 0.7627 3.5736
H: -3.4306 2.6749 -5.5123
C: 2.8827 -0.4722 1.9737
H: 1.4369 0.8112 2.9492
H: -0.9958 2.2877 -1.5377
H: -2.7271 2.3999 -3.2704
H: 0.0298 -1.7844 0.0948
C: -1.9298 0.7321 -4.3804
C: 1.7102 -0.2451 2.9483
H: 3.2494 1.3254 0.1135
H: 1.3802 -2.8322 2.6270
H: 3.3971 -1.4084 2.2430
H: 0.6897 0.7472 -0.4353
N: 0.5046 -0.9613 2.6066
H: -4.4079 1.4515 -6.3610
H: 2.0181 -0.5258 3.9636
H: -2.5953 -0.0936 6.5578
C: -0.9851 1.5830 -2.3548
C: 2.1781 -1.8571 0.1241
H: -0.7437 2.7266 2.9451
C: 3.1312 0.3313 -0.3269
H: 3.5961 0.3438 2.1124
H: 0.7041 -3.4122 0.2476
H: -4.4985 1.5814 -4.5871
O: -2.8164 0.6948 -5.4191
O: -0.2666 1.0466 1.1694

Values from the calculation:
SMILES: COc1ccc(NC(=O)CN2CCCN(S(=O)(=O)c3ccc(F)cc3)CC2)c(OC)c1
E_HOMO in eV: -7.616
Net charge: 0

natural (NBO) population analysis, charges in e, atoms 1 to 4:
1. C -0.3345
2. C 0.0516
3. H 0.1724
4. N -0.4712



Entry 2:
C21H26InN5O3 | the ωB97M-V functional and the def2-TZVPD basis

Geometry (Å):
N: 1.4658 2.0976 -4.1183
H: 1.6938 -0.2488 0.5281
H: -0.6467 -0.0522 2.3680
C: -4.7667 -0.5174 3.9285
H: -4.4035 0.9262 0.9915
N: -0.3546 0.3496 3.2584
H: 2.8837 -0.8862 -1.5568
H: -0.5458 -3.1014 -2.2927
N: 3.0294 0.0027 -1.0936
H: 1.2822 -2.7802 -4.2739
C: 0.8859 0.5113 3.7545
C: -5.1479 0.4871 3.0487
C: 0.2628 2.7760 -4.2228
C: -1.5424 -0.0982 -0.4968
H: 4.6335 0.7698 -2.2934
H: 3.5028 -2.9709 -3.2621
C: 3.7419 2.0644 -0.7168
N: -3.6632 -0.8173 1.9840
C: 2.3766 0.4077 0.0200
O: -2.0228 0.5241 -1.4686
C: 2.5974 -3.0868 -1.2928
O: -0.6362 0.3549 0.2551
H: -2.3075 0.6003 4.0233
C: -0.1402 0.5975 -3.7558
H: -5.9390 1.1927 3.2409
H: 1.5744 1.2876 5.7303
C: 1.2233 0.7964 -3.8301
H: -5.0653 -0.7137 4.9441
C: -1.2493 0.6820 4.2306
H: -3.3966 -2.2735 3.4942
H: 1.7532 0.3137 3.1455
In: -0.0245 2.6588 -1.0414
C: 1.4418 -2.8709 -3.2107
H: 0.2370 3.7658 -4.6472
C: -0.5878 1.0355 5.4155
O: -1.9823 -1.3867 -0.2817
C: -4.4815 0.2604 1.8377
C: 0.5213 -3.0113 -2.2018
C: -3.8337 -1.3211 3.2372
H: -3.0009 -1.0789 1.2562
N: 2.6874 -2.9309 -2.6743
C: 0.7578 1.0143 5.0814
H: 2.7469 2.2626 1.2268
H: -1.0083 1.3555 6.3517
H: 1.9933 0.0558 -3.6999
C: 3.9055 0.9638 -1.5238
H: 3.5521 -3.2006 -0.8079
H: 4.3346 2.9645 -0.7163
C: -0.7373 1.8221 -4.1223
C: 1.2627 -2.9943 -0.9981
H: -2.5551 -1.4937 -1.0605
C: 2.8897 1.6733 0.3335
H: 2.3608 2.5077 -4.3216
H: -1.7973 2.0226 -4.0895
H: 0.8077 -2.8947 -0.0245
H: -0.5685 -0.3745 -3.5896

Values from the calculation:
E_HOMO in eV: -13.156
Net charge: +2

natural (NBO) population analysis, charges in e, atoms 1 to 4:
1. N -0.5176
2. H 0.2430
3. H 0.4764
4. C -0.2443



Entry 3:
C21H26MgN2O2S2 | the ωB97M-V functional and the def2-TZVPD basis

Geometry (Å):
C: 5.4491 -0.6026 -1.7436
H: -3.6278 5.0142 1.4007
H: -3.7291 -1.8871 0.6128
O: 2.0286 -1.5032 -0.6476
H: 5.2170 -2.2795 -0.4113
H: 3.7992 -1.0879 1.1707
H: -2.1831 -1.4545 -2.7647
C: -1.9104 3.4261 -1.8896
C: -1.9849 1.5548 1.8612
H: 3.7336 -1.6884 -2.5592
C: -2.1852 -2.4951 -2.4280
C: -3.1632 4.0428 1.5403
C: -3.2111 3.4234 2.7567
C: 0.0791 -2.2359 3.2219
H: -3.5356 -0.7698 -0.7395
C: 1.1555 -0.3799 2.7426
C: -2.3414 -2.5543 -0.9114
H: -0.3668 -3.1257 3.6334
H: 1.7516 0.5190 2.7408
C: -1.8878 2.1699 0.5832
C: 5.4134 -1.2069 -0.3419
H: -1.2322 -2.9355 -2.7242
C: 4.0190 -0.6771 -2.2643
O: -1.2284 -2.0101 -0.2848
C: -2.5221 3.4350 0.4307
H: -2.6761 1.6442 3.8720
H: -1.9175 3.8835 -2.8745
C: -3.6119 -1.8266 -0.4717
H: 3.7793 -0.0081 -3.0876
H: 5.7739 0.4405 -1.6837
H: -2.9954 -3.0243 -2.9385
N: -0.1794 -1.8508 1.9679
H: -0.7720 1.7524 -2.5769
C: 0.8617 -0.1466 -2.6759
H: 6.1375 -1.1193 -2.4146
C: -2.5177 4.0552 -0.8422
N: 0.4663 -0.7223 1.6607
H: 1.3590 -1.2992 4.7657
C: 0.9480 -1.3083 3.7711
H: -2.4467 -3.6178 -0.6271
H: 4.5248 0.4727 0.7214
C: -1.2601 2.1820 -1.7060
H: -3.0051 5.0173 -0.9654
H: -4.5057 -2.2477 -0.9422
C: -2.6208 2.1512 2.9154
C: 4.2463 -0.5186 0.3576
S: 0.9397 -0.5740 -4.1984
H: -1.5424 0.5757 1.9808
H: -3.7070 3.9015 3.5940
H: 6.3534 -1.0741 0.1968
C: -1.2024 1.5126 -0.4982
Mg: -0.0818 -0.4344 -0.5512
H: -0.7911 -2.2104 1.1457
S: 2.9062 -0.2980 -0.8800

Values from the calculation:
Multiplicity: 2
E_HOMO (alpha / beta) in eV: -2.328 / -4.515
Net charge: -1

natural (NBO) population analysis, charges in e, atoms 1 to 4:
1. C -0.4089
2. H 0.1893
3. H 0.1964
4. O -1.0243



What did we get for ΔE to the lowest compared entry with this formula, charge and spin? Answer: 14.8, 0.0, 0.0 kJ/mol, in the order shown.